[1]
This record from the OMol25 dataset describes C31H40BrFeN3O2 as an isolated structure. The level of theory is ωB97M-V/def2-TZVPD.

Last column: Löwdin charge in e.
Atoms and positions in Å:
Fe -0.0093 -0.1306 -0.1058  0.309
C -1.5103 0.8251 -2.6006  -0.021
N -0.5491 1.3302 -1.5809  -0.213
C 0.6156 1.8965 -2.3052  -0.067
C -1.2330 2.3637 -0.8144  -0.184
C -1.4847 3.6259 -1.3198  -0.002
C -2.0906 4.5864 -0.5226  -0.037
C -2.4155 4.2917 0.7958  -0.050
C -2.2036 3.0256 1.3012  0.005
C -1.6689 2.0188 0.4780  -0.185
N -1.3998 0.7134 0.8470  0.065
C -1.7679 0.1567 2.0617  -0.173
C -2.8586 0.5292 2.8576  -0.005
C -3.0048 -0.0101 4.1221  -0.049
C -2.0728 -0.9142 4.6127  -0.038
C -1.0439 -1.3672 3.7957  -0.002
C -0.9240 -0.8771 2.5107  -0.185
N -0.0349 -1.4670 1.5210  -0.227
C 1.2851 -1.8414 2.0794  -0.069
C -0.7112 -2.7462 1.1182  -0.024
H -1.8108 1.6508 -3.2505  0.106
H -2.3850 0.4164 -2.1017  0.096
H -1.0432 0.0494 -3.1978  0.086
H 0.3091 2.6760 -3.0034  0.089
H 1.0852 1.0990 -2.8740  0.067
H 1.3311 2.3115 -1.5977  0.093
H -1.1983 3.8780 -2.3310  0.117
H -2.2811 5.5732 -0.9216  0.118
H -2.8237 5.0610 1.4366  0.117
H -2.4063 2.8310 2.3413  0.106
H -3.6052 1.2061 2.4715  0.118
H -3.8494 0.2798 4.7320  0.118
H -2.1725 -1.3056 5.6157  0.117
H -0.3671 -2.1294 4.1568  0.120
H 1.1963 -2.6772 2.7749  0.093
H 1.7298 -0.9957 2.6025  0.094
H 1.9306 -2.1422 1.2600  0.051
H -0.8249 -3.3706 2.0066  0.103
H -0.1048 -3.2494 0.3716  0.104
H -1.6815 -2.5235 0.6886  0.086
C 3.0341 -4.1170 -5.6734  -0.046
C 1.7897 -3.2795 -5.9983  -0.558
C 0.8712 -4.1134 -6.8919  -0.061
C 2.2121 -2.0211 -6.7690  -0.043
C 1.0964 -2.8558 -4.7044  -0.165
C 1.8156 -2.2053 -3.7109  -0.078
C 1.1534 -1.7933 -2.5762  -0.487
Br 2.1822 -0.8980 -1.2255  1.008
C -0.2150 -1.9656 -2.3060  -0.385
O -0.7761 -1.4951 -1.2097  -0.247
C -0.9374 -2.6628 -3.3050  -0.081
C -0.2557 -3.0603 -4.4564  0.025
C -2.4327 -3.0287 -3.2417  -0.522
C -2.5706 -4.5516 -3.4076  -0.040
C -3.1691 -2.3241 -4.3926  -0.035
C -3.1574 -2.6656 -1.9415  -0.051
H 3.5025 -4.4644 -6.5958  0.088
H 2.7714 -4.9906 -5.0744  0.093
H 3.7822 -3.5421 -5.1256  0.076
H 1.4180 -4.4238 -7.7830  0.089
H 0.0007 -3.5451 -7.2251  0.086
H 0.5231 -5.0151 -6.3839  0.092
H 2.7163 -2.2947 -7.6980  0.089
H 2.8997 -1.4088 -6.1823  0.080
H 1.3432 -1.4094 -7.0197  0.090
H 2.8753 -2.0126 -3.8144  0.107
H -0.8318 -3.5743 -5.2116  0.094
H -2.1653 -4.9049 -4.3553  0.077
H -3.6242 -4.8353 -3.3705  0.090
H -2.0485 -5.0751 -2.6042  0.094
H -2.8184 -2.6532 -5.3710  0.082
H -3.0362 -1.2410 -4.3361  0.080
H -4.2386 -2.5358 -4.3357  0.090
H -2.7093 -3.1639 -1.0842  0.071
H -4.1927 -3.0025 -2.0262  0.090
H -3.1623 -1.5949 -1.7471  0.067
O 1.7434 1.7193 1.7619  0.217
C 1.1535 1.1150 1.0227  -0.021

## Properties
Gap between HOMO and LUMO (spin up / spin down)   7.9 / 5.0 eV
⟨S²⟩   0.790
Spin multiplicity   2
Energy   -145786.0011 eV
Total charge   +1


[2]
This record from the OMol25 dataset describes C31H40BrIO3PdS2 as an isolated structure. The level of theory is ωB97M-V/def2-TZVPD.

Last column: Löwdin charge in e.
Atoms and positions in Å:
Pd -2.5414 0.0654 0.1502  0.645
O -3.8867 1.0540 -1.1649  -0.707
S -4.3082 1.1723 -2.6173  1.039
C -3.1382 2.3510 -3.4001  -0.285
C -2.4085 1.9835 -4.6849  -0.217
C -1.2382 1.0121 -4.5411  -0.201
C -0.0372 1.6410 -3.8258  -0.294
S 0.2163 1.0184 -2.1494  1.006
O -1.1723 0.9627 -1.5596  -0.597
C 0.7000 -0.6568 -2.5383  -0.397
C -0.0532 -1.7139 -2.0594  -0.083
C 0.3721 -3.0152 -2.3003  -0.057
C 1.5422 -3.2441 -3.0054  -0.053
C 2.3024 -2.1736 -3.4640  -0.051
C 1.8898 -0.8743 -3.2251  -0.081
C -4.0292 -0.3801 -3.4428  -0.402
C -4.4684 -0.4789 -4.7594  -0.087
C -4.3185 -1.6791 -5.4338  -0.046
C -3.7689 -2.7782 -4.7858  -0.049
C -3.3932 -2.6848 -3.4547  -0.057
C -3.5275 -1.4825 -2.7747  -0.118
H -2.4476 2.5586 -2.5828  0.073
H -3.7619 3.2296 -3.5614  0.095
H -2.0309 2.9286 -5.0869  0.127
H -3.1027 1.6122 -5.4373  0.101
H -0.9268 0.6978 -5.5376  0.129
H -1.5495 0.1051 -4.0198  0.094
H -0.1405 2.7218 -3.7089  0.101
H 0.9076 1.4646 -4.3419  0.092
H -0.9658 -1.5147 -1.5104  0.071
H -0.2140 -3.8480 -1.9350  0.112
H 1.8684 -4.2565 -3.1983  0.116
H 3.2214 -2.3540 -4.0046  0.118
H 2.4992 -0.0451 -3.5645  0.116
H -4.9472 0.3605 -5.2475  0.121
H -4.6502 -1.7623 -6.4595  0.119
H -3.6618 -3.7153 -5.3144  0.116
H -3.0085 -3.5539 -2.9379  0.112
H -3.2660 -1.4096 -1.7245  0.056
C 1.2253 -0.7435 7.1012  -0.040
C 2.2054 -0.2221 6.0483  -0.535
C 2.8229 1.0996 6.5544  -0.008
C 3.3348 -1.2720 5.8352  0.013
C 1.5934 -0.0409 4.6994  -0.022
C 0.3095 -0.6011 4.4058  -0.014
C -0.2004 -0.4630 3.1695  -0.492
Br -1.8643 -1.0940 2.6921  1.107
C 0.5392 0.2780 2.0791  -0.280
O -0.0141 0.4356 1.0188  0.057
C 1.9225 0.7917 2.4107  -0.008
C 2.3427 0.6333 3.6875  0.067
C 2.7514 1.4345 1.3367  -0.524
C 2.9621 0.4024 0.2098  -0.014
C 4.1293 1.8457 1.8585  -0.042
C 2.0359 2.7014 0.8150  -0.007
H 1.7450 -0.8177 8.0549  0.104
H 0.8519 -1.7410 6.8681  0.093
H 0.3802 -0.0682 7.2416  0.105
H 3.2547 0.9117 7.5361  0.105
H 2.0643 1.8747 6.6612  0.105
H 3.6212 1.4759 5.9188  0.085
H 3.8180 -1.4217 6.8004  0.111
H 4.0855 -0.9313 5.1236  0.093
H 2.9359 -2.2280 5.4965  0.103
H -0.2431 -1.1064 5.1822  0.119
H 3.3121 1.0100 3.9698  0.108
H 3.4894 -0.4774 0.5839  0.105
H 3.5812 0.8584 -0.5624  0.104
H 2.0320 0.0773 -0.2430  0.042
H 4.7004 0.9931 2.2299  0.099
H 4.0663 2.6031 2.6411  0.098
H 4.6955 2.2813 1.0364  0.104
H 0.9972 2.5266 0.5467  0.068
H 2.5593 3.0464 -0.0763  0.101
H 2.0774 3.4958 1.5603  0.100
I -5.9636 -0.7348 0.1159  0.947
C -4.2513 -0.1425 1.1450  -0.832
H -4.1683 -0.8723 1.9411  -0.113
H -4.2933 0.8833 1.5162  0.010

## Properties
Gap between HOMO and LUMO   4.3 eV
Energy   -142213.8973 eV
Total charge   +2
Energy above the lowest of the compared OMol25 structures with the same formula, charge and spin   0.0 kcal/mol


total charge of number 2 (C31H40BrIO3PdS2)? +2


Among the records above, which one has the lowest energy? C31H40BrFeN3O2


Among the records above, which one has the lowest total charge? C31H40BrFeN3O2


Among the records above, which one has the highest total charge? C31H40BrIO3PdS2